[1]
The following is a DFT calculation (ωB97M-V with the def2-TZVPD basis set) of 3 unconnected molecules or ions with the total composition C17H44BN2O6P2.

Geometry as XYZ:
```
72
Properties=species:S:1:pos:R:3:forces:R:3
C -1.161258 3.480928 -2.514215 0.0638 0.3790 1.1268
P -1.201421 1.622125 -2.791088 1.2874 -0.0176 -0.9925
O -0.184036 0.962429 -1.551542 -2.1552 0.9343 -0.1263
C -2.904003 0.900831 -2.436064 -1.6539 -0.2775 0.2182
O -4.047378 1.744475 -2.518167 1.1681 0.1786 1.0881
B -5.156201 0.829982 -2.871315 -0.4755 -1.0281 -0.9309
C -5.547621 -0.388731 -1.828521 -0.7227 -0.2976 0.6759
O -6.697550 0.066566 -1.052580 1.6865 0.3572 -0.8410
O -7.112803 -0.920893 -0.146449 -1.0446 -1.2069 1.1449
O -4.581533 0.131886 -4.081121 1.5873 -0.8194 1.2081
C -3.259724 -0.146623 -3.630721 1.3811 1.1834 -0.8548
P -2.739908 -1.948900 -3.463292 -0.9105 -1.2710 -0.8281
C -0.861181 -1.894418 -3.822726 -0.8177 0.9342 1.2561
O -2.983929 -2.518709 -1.857298 1.0302 1.4426 -0.8674
H -1.225253 4.020853 -3.496859 -0.2391 -0.6550 0.9405
H -0.141947 3.726857 -2.088641 -0.9502 -0.4344 -0.4756
H -1.917268 3.858312 -1.767619 0.5750 -0.2589 -0.9367
H -0.754547 1.019378 -0.758558 0.6854 -0.2643 0.0555
H -2.872717 0.427668 -1.394994 0.1365 0.1672 -0.9738
H -6.208841 1.292600 -3.189903 -0.1679 0.8685 -0.0216
H -4.727735 -0.699779 -1.113710 -0.7609 0.1197 -0.3726
H -5.893971 -1.286919 -2.425084 0.5384 0.7500 0.5810
H -6.404976 -1.570255 0.011464 0.2943 0.6017 -0.5002
H -2.579951 0.211849 -4.467092 -0.4110 -0.7434 0.6041
H -0.416732 -1.218127 -3.036250 0.1863 -0.8088 -0.9708
H -0.772965 -1.427007 -4.838161 0.0550 -0.5235 0.9290
H -0.474877 -2.940695 -3.779738 -0.2330 0.9551 -0.0815
H -2.697101 -1.816853 -1.245936 -0.1188 -0.3084 0.0869
C -3.314771 -2.068774 2.002785 0.0007 0.0194 0.0991
C -1.837351 -2.417640 1.873149 -0.1883 0.0610 -0.0139
N -0.955517 -1.266974 2.010570 0.2960 0.2037 -0.1680
C 0.414801 -1.533267 1.589310 -0.0188 -0.0557 -0.2526
C 1.217537 -2.565716 2.382041 0.2212 -0.0258 0.0672
C -1.093393 -0.495657 3.238563 -0.3896 0.1074 -0.0036
C -0.910013 -1.229883 4.567297 0.1140 0.0584 0.2469
H -3.595447 -1.274290 1.307205 0.0356 0.0092 0.0492
H -3.923414 -2.945770 1.772090 0.0592 0.0247 -0.0022
H -3.572202 -1.751071 3.015835 -0.0187 0.0316 -0.0538
H -1.696076 -2.847636 0.876233 0.2256 0.0737 0.0479
H -1.592546 -3.210817 2.593199 -0.0321 -0.1098 0.0255
H 0.972666 -0.591900 1.568871 -0.1387 0.0330 0.1088
H 0.384835 -1.861550 0.544200 -0.1457 -0.0013 0.0397
H 1.525968 -2.180613 3.354359 -0.0551 -0.0636 0.0263
H 2.131993 -2.815478 1.836264 -0.0457 0.0094 -0.0085
H 0.665311 -3.495232 2.532225 -0.0124 0.0483 0.0034
H -2.088334 -0.038154 3.241267 0.0030 -0.1202 -0.0664
H -0.408477 0.357770 3.207906 0.1037 -0.1505 -0.1733
H -1.450687 -2.177705 4.600357 0.0091 0.0275 -0.0508
H -1.291323 -0.609702 5.384052 -0.0045 -0.0252 -0.0541
H 0.141006 -1.423454 4.782459 -0.0438 -0.1085 -0.0095
C 7.076969 2.338348 -0.177464 -0.0022 0.0765 0.0687
C 5.736594 1.712359 -0.541429 0.0944 0.0557 0.1072
N 5.222254 0.811508 0.478054 -0.0297 -0.3662 0.1040
C 4.110922 -0.014201 0.015641 -0.0332 -0.0889 -0.1892
C 2.814253 0.691252 -0.380264 -0.0745 -0.1568 0.0081
C 5.068884 1.374342 1.812737 0.3318 0.1548 0.0592
C 4.184590 2.612025 1.968564 -0.1748 0.0876 0.2079
H 7.813122 1.572600 0.077655 -0.0805 0.0000 0.0375
H 7.463810 2.905233 -1.027551 -0.0516 -0.0120 0.0300
H 6.989560 3.030928 0.662732 0.0364 -0.0381 -0.0152
H 5.888219 1.143407 -1.464029 -0.2083 -0.1180 0.0959
H 5.022592 2.511739 -0.781278 0.0076 0.0901 -0.0929
H 3.884535 -0.769634 0.775869 0.1102 0.1247 0.1152
H 4.459562 -0.587622 -0.851006 0.1142 0.1155 0.0119
H 2.264222 1.051123 0.489165 0.0120 0.0899 -0.0537
H 2.157564 -0.011006 -0.898346 0.0079 0.0965 0.0026
H 2.988330 1.530533 -1.055506 -0.0286 -0.0248 0.0230
H 6.066142 1.622999 2.192576 -0.0014 0.0135 -0.1214
H 4.711572 0.595686 2.493913 -0.0649 -0.0983 -0.2314
H 4.388417 3.370991 1.210807 0.0064 -0.0530 -0.0093
H 4.365838 3.071123 2.945216 0.0177 -0.0227 -0.0488
H 3.124910 2.360947 1.929887 0.0221 0.0712 -0.1075
```
Forces are in eV/Å.

For the total energy, the calculation gives -1942.58224 a.u. Its charge is -1. As for the multiplicity: 1.

Atom charges from the Mulliken analysis, given in e for atoms 1 to 2: C -1.0257; P -0.0896


[2]
The following is a DFT calculation (ωB97M-V with the def2-TZVPD basis set) of 3 unconnected molecules or ions with the total composition C17H44O12P4.

Geometry as XYZ:
```
77
Properties=species:S:1:pos:R:3:forces:R:3
O -3.091050 4.534607 3.012479 0.3129 -0.0644 0.0157
P -4.555168 4.386343 2.836876 2.9571 0.0804 -0.1451
O -4.993414 3.141747 3.739936 -1.0770 0.2487 -0.3994
O -5.244946 5.730587 3.316848 -0.9053 -0.5301 -0.1475
C -4.820172 4.075745 1.077395 -1.7942 -1.1257 0.4007
P -6.501319 4.557831 0.437109 -0.3305 2.0761 -0.4994
C -6.492591 4.052367 -1.350490 0.5155 -1.0151 0.2918
C -5.214665 4.481662 -2.095466 -0.1468 0.2874 -0.5359
C -4.757138 3.484452 -3.178085 -0.1100 0.1395 0.6816
C -3.667901 2.533765 -2.703417 0.0950 -0.4480 -0.4545
O -2.490440 3.210963 -2.284070 -0.0402 0.2123 -0.0484
H -4.161911 2.681473 3.919067 -0.0217 -0.0620 0.1726
H -4.567819 6.151794 3.867647 -0.0816 0.1537 0.0395
H -4.703198 2.997669 0.923671 0.3846 0.0332 0.1927
H -4.008643 4.599718 0.582318 -0.1808 0.2566 0.0161
H -7.452123 3.691123 1.025628 0.5765 -0.5351 -0.0534
H -7.356202 4.474635 -1.863599 -0.1002 0.0932 0.2676
H -6.605434 2.964404 -1.422542 0.0740 0.0217 -0.0042
H -4.360359 4.682163 -1.448627 -0.1036 -0.0190 0.0923
H -5.427832 5.428644 -2.596139 0.0641 0.0687 0.1650
H -5.615726 2.876828 -3.477837 0.0724 0.0607 -0.2778
H -4.385578 4.041570 -4.038736 0.0052 -0.1310 -0.0664
H -4.019131 1.833654 -1.936445 -0.1021 0.2024 0.1110
H -3.386552 1.911333 -3.559871 0.0262 -0.0378 0.0884
H -2.351522 3.092469 -1.343564 -0.0212 -0.0242 0.0561
O -2.313804 -1.649126 2.452151 1.5540 1.1387 2.3725
P -1.116061 -1.287306 1.662758 -1.2443 -1.8694 -6.0329
O -1.603720 -0.185398 0.571917 0.3535 -0.0112 0.5471
C -1.961762 1.117373 1.029363 0.1577 0.3183 0.2710
C -0.766979 1.900781 1.551786 -0.0157 -0.0146 0.0364
O -0.928163 -2.578324 0.682060 0.2832 0.1032 0.4152
C -1.696806 -3.766419 0.875123 -0.3008 -0.1306 -0.0459
C -3.003578 -3.724495 0.106111 0.0114 0.0210 -0.2781
O 0.473990 -0.943498 1.548218 -0.8706 0.5046 2.6965
C 1.276525 -1.198666 2.727299 0.3308 -0.1487 0.2454
C 1.239985 -2.654818 3.147887 -0.1908 -0.1206 -0.1460
H -2.733547 1.032395 1.801736 -0.0319 -0.0084 -0.0502
H -2.398590 1.642310 0.178538 -0.0455 -0.2061 -0.0862
H -0.372967 1.447373 2.464832 -0.0178 0.0633 0.0092
H -1.051811 2.927963 1.786537 -0.0912 -0.0353 0.0300
H 0.038186 1.912311 0.817415 -0.0281 -0.0169 -0.0380
H -1.870380 -3.942560 1.936388 -0.0567 0.1560 0.0255
H -1.085963 -4.596034 0.515140 0.1159 0.1143 -0.0485
H -3.508930 -2.765398 0.212074 0.0234 -0.0050 0.2360
H -3.674902 -4.514745 0.444607 0.0118 -0.0073 -0.0044
H -2.817011 -3.865748 -0.960029 -0.0105 -0.0238 0.0060
H 0.932067 -0.557219 3.543193 0.0307 0.0452 -0.0461
H 2.295704 -0.903469 2.483323 -0.0791 0.0696 -0.1842
H 0.232871 -2.958739 3.451987 0.0407 0.0482 0.0431
H 1.908410 -2.823052 3.992072 0.0174 0.0447 -0.0066
H 1.538749 -3.301099 2.322812 0.0835 0.0222 0.0029
O 5.699342 -1.121452 -0.037943 0.0491 1.9876 -2.3247
P 5.378502 -2.123598 -1.079857 -0.4084 -5.5286 3.0282
O 3.916307 -2.714301 -0.713154 0.3134 0.4305 -0.5296
C 2.771379 -1.867425 -0.874654 -0.3229 0.1547 -0.0306
C 2.469895 -1.559101 -2.329695 0.1690 0.0435 -0.0671
O 6.318763 -3.388155 -0.653677 0.0886 0.3128 -0.3788
C 7.308054 -3.255600 0.365760 0.0228 0.0230 0.3086
C 6.747309 -3.567760 1.740394 -0.0878 -0.2552 0.0571
O 5.379472 -2.623373 -2.636716 0.1559 2.8167 0.0860
C 6.147532 -1.852857 -3.586981 0.2589 0.1216 -0.2073
C 7.622114 -1.802691 -3.236358 0.0330 -0.0847 0.2137
H 2.918566 -0.942838 -0.308262 0.0209 -0.0349 0.0232
H 1.927171 -2.396344 -0.433445 0.0973 -0.0707 0.0751
H 3.254496 -0.939909 -2.774178 -0.0623 0.0260 -0.0032
H 1.527870 -1.016787 -2.415508 -0.0078 -0.0106 0.0687
H 2.407191 -2.476583 -2.914021 -0.0401 -0.0197 0.0274
H 7.755120 -2.262083 0.340187 -0.1464 0.0756 0.0086
H 8.102817 -3.963944 0.124889 -0.0960 -0.0562 -0.1232
H 5.778803 -3.096116 1.902129 0.0790 0.2099 -0.0787
H 7.434243 -3.237295 2.520840 0.0068 -0.0096 -0.0069
H 6.595715 -4.643183 1.849226 0.0186 0.0031 0.0145
H 5.735923 -0.841434 -3.647677 -0.0318 -0.0315 -0.0397
H 6.006884 -2.323501 -4.558379 -0.1339 -0.1201 0.0930
H 7.790132 -1.282025 -2.288452 -0.0281 0.0368 -0.0545
H 8.179453 -1.274762 -4.010329 -0.0378 0.0039 -0.0220
H 8.026267 -2.808818 -3.129523 -0.0095 -0.0180 -0.0665
```
Forces are in eV/Å.

For the total energy, the calculation gives -2942.60874 a.u. As for the multiplicity: 1.

Atom charges from the Mulliken analysis, given in e for atoms 1 to 2: O -0.7357; P 0.7960


[3]
The following is a DFT calculation (ωB97M-V with the def2-TZVPD basis set) of 4 unconnected molecules or ions with the total composition C17H46FN3O3PS.

Geometry as XYZ:
```
72
Properties=species:S:1:pos:R:3:forces:R:3
C 1.013304 -1.699986 0.650309 0.0812 -0.3281 0.1235
C 0.871215 -2.039436 -0.812568 -0.0296 -0.0103 -0.0867
C 0.270641 -0.947031 -1.682948 -0.2630 -0.2490 0.3503
S -1.461729 -1.079985 -2.043913 -0.6360 2.0957 -0.5284
F -1.598632 -2.570960 -2.377672 -0.2034 -1.8393 -0.2584
P -2.277232 -1.090574 -0.050588 1.0579 -1.2190 1.5710
C -3.933368 -1.813012 -0.072244 0.0143 0.4458 -0.4615
C -2.318781 0.666838 0.336991 -0.2741 -0.0089 -0.7475
H 1.271561 -0.667578 0.789829 0.1520 0.6290 0.1332
H 1.807597 -2.292610 1.076343 0.2980 -0.1914 0.1764
H 0.119442 -1.926517 1.203185 -0.3493 0.0641 0.2275
H 1.852721 -2.221110 -1.221402 0.3356 -0.1350 -0.2461
H 0.311380 -2.956926 -0.932979 -0.0620 -0.3656 -0.0890
H 0.705490 -0.905896 -2.666903 0.3156 0.1985 -0.3931
H 0.336422 0.022062 -1.203655 0.2033 0.5280 -0.0388
H -3.875139 -2.638410 0.612685 -0.0313 -0.4338 0.2706
H -4.235138 -2.197050 -1.031943 -0.1933 -0.1265 -0.4283
H -4.657919 -1.101419 0.283664 -0.3828 0.3310 0.0252
H -3.141440 1.215146 -0.092476 -0.3089 0.2267 -0.0877
H -1.395386 1.131978 0.032863 0.3806 0.2587 -0.0087
H -2.340501 0.723341 1.410709 -0.0770 0.1017 0.4781
C -2.664883 5.060160 1.552759 0.0133 -0.0784 -0.0398
C -1.666507 4.391417 2.488231 0.0778 0.1075 -0.0296
C -0.633234 5.351956 3.099524 -0.0282 0.0293 0.0933
O 0.368227 5.799016 2.201328 -0.1963 -0.2114 -0.0412
C 0.020550 6.942502 1.437006 0.1708 0.0193 -0.0347
N -1.005965 3.263670 1.808786 0.0381 0.0274 0.0612
H -2.214557 5.307279 0.591895 0.0527 0.0261 -0.0196
H -3.502962 4.391906 1.358045 -0.0109 -0.0299 -0.0209
H -3.059849 5.977262 1.989395 0.0049 0.0153 0.0113
H -2.231582 3.962965 3.320803 0.0293 0.0842 0.0987
H -0.113360 4.812057 3.895141 0.1091 0.0329 -0.0389
H -1.115892 6.222349 3.559620 -0.1306 -0.0736 0.0004
H -0.610555 7.623941 2.012767 -0.0178 0.0170 -0.0011
H -0.491543 6.678855 0.508256 -0.0593 -0.0050 0.0338
H 0.948062 7.451236 1.182219 0.0233 0.0149 -0.0041
H -0.443458 2.773958 2.500751 -0.0029 -0.0419 -0.0296
H -0.322103 3.663544 1.170985 -0.0107 0.0424 -0.0585
C 4.836544 4.337374 1.203410 0.0212 0.0017 0.0215
C 3.360384 4.283776 0.827356 0.1324 0.1660 -0.0670
C 2.810977 2.863747 0.699287 -0.0917 -0.0470 0.0187
O 3.175703 2.192121 -0.495999 -0.0099 -0.1872 0.0425
C 4.458229 1.585736 -0.480623 -0.0809 -0.0287 -0.0713
N 3.143307 5.078764 -0.382562 -0.1538 -0.1211 -0.0357
H 5.477843 4.087047 0.357713 -0.0139 -0.0017 0.0033
H 5.099472 5.343627 1.521297 0.0083 0.0486 -0.0214
H 5.064224 3.652113 2.021649 0.0010 -0.0131 0.0030
H 2.792706 4.764183 1.629144 -0.0522 -0.0584 0.0347
H 1.719711 2.922355 0.670388 -0.0355 -0.0018 -0.0391
H 3.086051 2.257455 1.573978 0.0423 0.0147 -0.0169
H 4.694592 1.190783 0.511132 0.0305 0.0010 0.0297
H 5.242970 2.280212 -0.783435 0.0179 0.0019 0.0356
H 4.439468 0.759837 -1.192339 -0.0096 0.0233 0.0001
H 2.148150 5.149426 -0.576244 0.0272 0.0897 0.0724
H 3.530102 4.575655 -1.176486 0.0668 0.0639 0.0197
C -2.927826 -7.619183 -2.406364 -0.0250 0.0237 -0.0090
C -2.086923 -6.360365 -2.229601 -0.0646 -0.1858 0.0093
C -0.592616 -6.567095 -2.503445 0.0439 0.1315 -0.1470
O 0.113094 -7.209903 -1.469064 -0.0085 -0.0727 0.1178
C 0.067853 -8.627694 -1.475383 0.0591 0.0249 0.0011
N -2.327232 -5.797589 -0.896796 0.1263 0.2170 -0.0531
H -2.795408 -8.308746 -1.573655 0.0365 -0.0184 0.0218
H -3.984270 -7.360512 -2.447827 -0.0265 0.0108 0.0369
H -2.669237 -8.141085 -3.328191 0.0157 -0.0050 -0.0063
H -2.436906 -5.627941 -2.965329 0.0387 0.0259 -0.0174
H -0.126184 -5.580089 -2.596183 0.0182 0.0005 0.0033
H -0.438266 -7.090440 -3.456389 -0.0534 -0.0135 0.0121
H 0.056774 -9.015678 -2.497566 -0.0130 -0.0139 -0.0141
H -0.799662 -9.014773 -0.936807 -0.0319 0.0066 -0.0377
H 0.967721 -8.980460 -0.976086 0.0166 0.0016 0.0088
H -1.830134 -4.912577 -0.831659 -0.0307 0.0123 0.0462
H -1.856106 -6.395017 -0.222121 -0.0918 -0.0457 0.0356
```
Forces are in eV/Å.

For the total energy, the calculation gives -1904.35447 a.u. Its charge is +1. As for the multiplicity: 1.

Atom charges from the Mulliken analysis, given in e for atoms 1 to 2: C -1.2103; C 0.0520